The following is a quantum chemistry calculation of a 2-piece molecular cluster, C67H61N4O overall in a non-equilibrium geometry, from the OMol25 dataset.

XYZ file:
```
133
C67H61N4O ωB97M-V with the def2-TZVPD basis set
C -1.4628 -3.1560 -8.1100
C -1.0907 -3.6979 -6.7644
C -2.0827 -4.1684 -5.8998
C -1.7680 -4.6814 -4.6385
C -2.8888 -5.2500 -3.8276
C -0.4234 -4.6599 -4.2286
N -0.0717 -5.0360 -2.9001
C -0.5209 -4.4874 -1.7379
C -1.6532 -3.5674 -1.5414
C -1.7038 -2.2817 -2.2500
C -3.0041 -1.5730 -2.2222
C -0.5843 -1.7936 -2.9964
C 0.7501 -2.0422 -2.5936
C 1.8228 -1.4970 -3.2906
C 1.5954 -0.7055 -4.4192
C 0.2884 -0.4596 -4.8509
C -0.7900 -0.9772 -4.1469
O -2.5734 -3.8890 -0.7554
N -0.0073 -5.2156 -0.7163
C -0.4000 -5.1981 0.6542
C -0.3239 -4.0172 1.4086
C 0.1860 -2.7315 0.8430
C -0.6885 -4.0581 2.7596
C -1.0782 -5.2550 3.3662
C -1.4331 -5.2788 4.8211
C -1.1231 -6.4211 2.5986
C -0.7949 -6.4101 1.2401
C -0.8876 -7.6981 0.4866
C 0.9364 -6.1019 -1.2476
C 0.8875 -6.0060 -2.5774
C 0.6012 -4.2799 -5.1095
C 2.0552 -4.3260 -4.7625
C 0.2431 -3.7666 -6.3602
H -0.5725 -2.8154 -8.6483
H -1.9622 -3.9208 -8.7211
H -2.1552 -2.3088 -8.0151
H -3.1285 -4.1502 -6.2134
H -2.5603 -5.9075 -3.0173
H -3.5362 -4.4662 -3.4079
H -3.5336 -5.8436 -4.4936
H -2.8771 -0.5229 -2.5174
H -3.7187 -2.0536 -2.9141
H -3.4417 -1.6080 -1.2131
H 0.9292 -2.6308 -1.6928
H 2.8378 -1.7034 -2.9465
H 2.4423 -0.2829 -4.9634
H 0.1061 0.1463 -5.7422
H -1.8163 -0.7956 -4.4869
H 0.2974 -1.9978 1.6504
H 1.1667 -2.8421 0.3633
H -0.5147 -2.2870 0.1235
H -0.6379 -3.1378 3.3436
H -1.5555 -6.3073 5.1732
H -0.6517 -4.7970 5.4219
H -2.3700 -4.7384 5.0105
H -1.4170 -7.3658 3.0584
H -1.5163 -8.3891 1.0599
H -1.3412 -7.5982 -0.5058
H 0.0911 -8.1868 0.3837
H 1.5095 -6.7590 -0.6185
H 1.4219 -6.5543 -3.3330
H 2.5886 -3.5515 -5.3287
H 2.2571 -4.1383 -3.7046
H 2.5095 -5.2898 -5.0374
H 1.0284 -3.3948 -7.0222
C 8.2521 4.4250 0.9514
C 8.3451 3.3007 1.7804
C 7.3850 3.0877 2.7659
C 6.3360 4.0036 2.9168
N 5.3461 3.7353 3.9046
C 5.4105 4.4311 5.1437
C 4.8837 5.7219 5.2423
C 4.9692 6.4078 6.4542
C 5.5687 5.7957 7.5603
C 6.0864 4.4998 7.4584
C 6.0136 3.8156 6.2456
C 4.1290 3.1361 3.5140
C 3.8158 1.8643 4.0183
C 2.6478 1.2409 3.6318
C 1.7026 1.8966 2.7791
C 0.4989 1.2280 2.4192
C -0.6898 1.8223 1.9168
C -1.6389 1.0289 1.1887
C -2.7831 1.5932 0.6600
C -3.0763 2.9497 0.9086
N -4.2271 3.5071 0.3628
C -4.8248 4.6558 0.9608
C -4.4271 5.9392 0.5812
C -4.9609 7.0449 1.2487
C -5.9165 6.8593 2.2529
C -6.3462 5.5720 2.5942
C -5.7999 4.4650 1.9481
C -4.6528 3.1212 -0.9415
C -5.6998 2.2064 -1.0904
C -6.1120 1.8383 -2.3728
C -5.4964 2.4065 -3.4925
C -4.4574 3.3301 -3.3387
C -4.0280 3.6853 -2.0594
C -2.2133 3.7310 1.6969
C -1.0331 3.1884 2.1716
C 2.0543 3.1922 2.2881
C 3.2542 3.7904 2.6404
C 6.2496 5.1370 2.1101
C 7.2097 5.3423 1.1158
H 8.9976 4.5871 0.1756
H 9.1582 2.5826 1.6621
H 7.4126 2.2213 3.4306
H 4.4170 6.1680 4.3609
H 4.5626 7.4180 6.5261
H 5.6324 6.3316 8.5052
H 6.5479 4.0135 8.3197
H 6.4090 2.8053 6.1230
H 4.5239 1.3914 4.7016
H 2.4222 0.2378 3.9990
H 0.4778 0.1472 2.5808
H -1.4398 -0.0352 1.0382
H -3.4824 1.0050 0.0632
H -3.6801 6.0524 -0.2086
H -4.6185 8.0463 0.9815
H -6.3322 7.7219 2.7705
H -7.1003 5.4201 3.3683
H -6.1000 3.4435 2.1947
H -6.1626 1.7884 -0.1940
H -6.9157 1.1087 -2.4866
H -5.8310 2.1317 -4.4919
H -3.9745 3.7797 -4.2078
H -3.2129 4.3963 -1.9043
H -2.4708 4.7712 1.8987
H -0.3706 3.8059 2.7788
H 1.3822 3.7154 1.6066
H 3.5263 4.7759 2.2601
H 5.4255 5.8372 2.2627
H 7.1305 6.2206 0.4728
```

Output
HOMO-LUMO gap (eV): 3.0
Highest occupied orbital energy (Ha): -0.279
Calculated total energy (Eh): -2883.7228
Net charge: +1

Here are the Mulliken charges for atoms 1 to 4, given in e: -1.67, 0.85, -0.78, 1.05

=====

The following is a quantum chemistry calculation of a 12-piece molecular cluster, C68H145N7O15 overall in a non-equilibrium geometry, from the OMol25 dataset.

XYZ file:
```
235
C68H145N7O15 ωB97M-V with the def2-TZVPD basis set
C -1.3991 -1.7878 -6.9130
C -1.0113 -3.1671 -6.3400
C -1.0381 -3.1894 -4.8562
N -0.4982 -4.4200 -4.1577
C -1.2447 -5.7221 -4.5767
C -0.7790 -6.9254 -3.7448
C -0.8506 -6.7222 -2.1996
C -0.4482 -5.2970 -1.7453
C -0.9024 -4.1955 -2.7084
C 0.9672 -4.5674 -4.3423
H -2.4304 -1.4616 -6.7452
H -1.2973 -1.7730 -7.9975
H -0.9048 -0.9252 -6.4613
H -0.0705 -3.5013 -6.7809
H -1.7667 -3.8696 -6.7043
H -2.0268 -2.9411 -4.4741
H -0.4063 -2.4067 -4.4235
H -2.2992 -5.6262 -4.3067
H -1.2747 -5.9463 -5.6417
H -1.3966 -7.7741 -4.0470
H 0.2067 -7.2821 -4.0552
H -1.8417 -6.8964 -1.7753
H -0.2792 -7.5277 -1.7387
H -0.8504 -5.1534 -0.7425
H 0.6436 -5.2912 -1.6886
H -1.9767 -4.0280 -2.6185
H -0.3940 -3.3080 -2.3257
H 1.4503 -5.2615 -3.6629
H 1.4207 -3.5788 -4.2723
H 1.0651 -4.9276 -5.3659
C 3.3266 5.4056 8.4228
C 2.9460 4.1349 7.6329
C 1.4043 4.1399 7.4719
N 0.8167 2.8851 6.8219
C -0.7401 2.9683 6.9761
C -1.3788 4.0423 6.2118
C -0.9479 3.9321 4.7225
C 0.5391 3.7547 4.5159
C 1.2057 2.6148 5.4091
C 1.0940 1.7095 7.7185
H 4.4040 5.5343 8.4295
H 2.8678 5.4364 9.4123
H 2.7981 6.2379 7.9487
H 3.2668 3.2766 8.2251
H 3.5336 4.1681 6.7159
H 1.1870 4.9537 6.7841
H 0.9870 4.3616 8.4513
H -0.8758 3.1811 8.0376
H -1.1872 2.0013 6.7411
H -1.0257 4.9699 6.6840
H -2.4356 4.1431 6.4604
H -1.3433 4.8402 4.2692
H -1.5396 3.0732 4.3989
H 1.0939 4.6803 4.6624
H 0.7073 3.3901 3.5021
H 2.2888 2.6264 5.3045
H 0.8382 1.6029 5.2263
H 2.1593 1.5126 7.5762
H 0.5496 0.8129 7.4381
H 1.0188 1.9850 8.7676
C -1.6177 1.6737 -7.4286
C -1.1578 3.1495 -7.4179
C -0.8052 3.6553 -5.9955
N 0.1045 4.9012 -5.9987
C 0.0427 5.5781 -4.6015
C 0.6965 4.7092 -3.4988
C 2.1295 4.3144 -3.8351
C 2.1507 3.6170 -5.2106
C 1.5379 4.4724 -6.2946
C -0.3302 5.9206 -7.0239
H -2.1865 1.3346 -8.2892
H -1.9402 1.3310 -6.4435
H -0.7442 1.0106 -7.4814
H -2.0432 3.6816 -7.7668
H -0.3265 3.3060 -8.1041
H -0.2981 2.9053 -5.3932
H -1.7317 3.9648 -5.5156
H -1.0128 5.7872 -4.4236
H 0.4357 6.5905 -4.7108
H 0.1651 3.7542 -3.5267
H 0.6620 5.1257 -2.4945
H 2.5311 3.7236 -3.0127
H 2.7604 5.2075 -3.8889
H 1.6835 2.6348 -5.1548
H 3.2160 3.5095 -5.4205
H 1.4700 3.8551 -7.1915
H 2.1711 5.3198 -6.5531
H 0.3512 6.7678 -7.0830
H -1.2241 6.3838 -6.6022
H -0.5540 5.5071 -8.0008
C 1.5195 2.6430 0.5011
C 0.1299 2.0668 0.6958
C 0.1457 0.5904 0.3760
N -1.1754 -0.1766 0.5354
C -2.0494 0.2028 -0.6709
C -3.4715 -0.2614 -0.6268
C -4.1589 -0.1477 0.7217
C -3.2317 -0.3518 1.9027
C -1.8395 0.2708 1.8100
C -0.9226 -1.6747 0.6581
H 1.7682 2.8158 -0.5466
H 2.3057 2.0773 1.0065
H 1.5393 3.6228 0.9872
H -0.5092 2.5529 -0.0447
H -0.2499 2.2639 1.6947
H 0.7942 0.0175 1.0503
H 0.6575 0.3105 -0.5470
H -2.0329 1.2917 -0.7496
H -1.4499 -0.1321 -1.5192
H -4.0454 0.1934 -1.4342
H -3.5191 -1.3249 -0.8844
H -4.5877 0.8467 0.8802
H -5.0116 -0.8251 0.7354
H -3.7265 -0.0002 2.8120
H -3.0702 -1.3909 2.2113
H -2.0178 1.3470 1.7654
H -1.2069 0.0604 2.6730
H -0.3145 -1.7433 -0.2488
H -1.8323 -2.2331 0.4694
H -0.3273 -1.9326 1.5281
C 4.1237 0.9055 -1.7421
C 3.9994 -0.1066 -0.5967
C 4.2311 -1.6042 -1.0047
N 3.7470 -2.5600 0.0981
C 4.2191 -2.1580 1.4872
C 4.2523 -3.2486 2.5002
C 4.9587 -4.5038 2.0167
C 4.3103 -5.0058 0.7291
C 4.3395 -3.9007 -0.3267
C 2.2550 -2.7685 0.0832
H 3.3140 0.6471 -2.4307
H 5.0337 0.7680 -2.3283
H 3.9544 1.9094 -1.3608
H 3.0415 0.1571 -0.1414
H 4.6828 0.2173 0.1960
H 5.3173 -1.5947 -1.0759
H 3.7309 -1.9116 -1.9193
H 5.2283 -1.8107 1.2526
H 3.5963 -1.3337 1.8454
H 4.6637 -2.8679 3.4345
H 3.2117 -3.5340 2.6761
H 6.0416 -4.3707 1.9054
H 4.8661 -5.3102 2.7456
H 4.7508 -5.9699 0.4754
H 3.2825 -5.3146 0.9569
H 5.3579 -3.8441 -0.7249
H 3.8428 -4.1472 -1.2672
H 1.8620 -1.7670 -0.0878
H 1.8795 -3.1629 1.0248
H 1.9808 -3.3716 -0.7769
C -11.4299 1.1039 -2.3397
C -10.1901 0.9957 -1.4384
C -10.2661 -0.3167 -0.6339
N -9.1028 -0.4866 0.3356
C -9.3024 -1.8960 1.0387
C -8.9228 -3.0857 0.2001
C -7.5182 -2.8782 -0.3697
C -7.4258 -1.5832 -1.1639
C -7.6246 -0.4663 -0.1526
C -9.2438 0.4466 1.5043
H -11.4730 0.2553 -3.0274
H -11.3668 2.0223 -2.9197
H -12.3688 1.0613 -1.7873
H -10.3163 1.9109 -0.8565
H -9.2646 1.0860 -2.0043
H -10.2806 -1.2216 -1.2359
H -11.1717 -0.3337 -0.0283
H -10.3577 -2.0574 1.2584
H -8.5762 -1.7825 1.8421
H -9.6645 -3.0683 -0.6090
H -9.0382 -4.0909 0.6007
H -7.3373 -3.7230 -1.0360
H -6.7550 -2.8875 0.4110
H -8.2634 -1.6350 -1.8631
H -6.5274 -1.3386 -1.7293
H -7.6740 0.4839 -0.6857
H -6.9807 -0.4580 0.7201
H -9.1648 1.4499 1.0867
H -8.6448 0.2602 2.3872
H -10.3033 0.3970 1.7660
C 4.5393 2.9771 2.8343
C 5.8065 2.3332 2.2699
C 5.9887 1.0351 3.0645
N 7.3254 0.3055 2.9130
C 8.3773 1.3252 3.3349
C 9.8037 0.7387 3.3633
C 9.8544 -0.6082 4.1551
C 8.7354 -1.5654 3.8001
C 7.3494 -0.9388 3.8210
C 7.5390 -0.0864 1.4706
H 4.6575 3.5835 3.7354
H 3.7761 2.2345 3.0789
H 4.1321 3.7251 2.1515
H 6.6020 3.0292 2.5303
H 5.8335 2.0901 1.2096
H 5.2365 0.2961 2.7793
H 5.8632 1.2492 4.1260
H 8.0847 1.8669 4.2332
H 8.3644 2.0783 2.5502
H 10.4407 1.4793 3.8418
H 10.1262 0.5615 2.3382
H 9.9127 -0.3563 5.2120
H 10.7105 -1.1851 3.8028
H 8.6033 -2.3352 4.5670
H 8.8722 -2.1459 2.8883
H 6.9936 -0.4894 4.7463
H 6.6877 -1.7197 3.4466
H 8.4936 -0.6003 1.4312
H 7.6704 0.8085 0.8618
H 6.6774 -0.5967 1.0549
O -6.3857 2.4824 0.9416
C -5.7599 2.9944 -0.2414
O -5.4516 4.2243 -0.0479
O -5.6877 2.2612 -1.2238
H -6.3381 3.4666 1.1557
O 1.7600 -0.7011 -4.5409
C 1.0088 -0.2668 -3.4552
O 0.6268 0.9298 -3.5135
O 0.7715 -1.0278 -2.4987
H 1.5976 0.1109 -5.0513
O -5.0519 -3.8550 -4.4324
C -4.6866 -3.2949 -3.2396
O -4.8714 -4.0381 -2.2510
O -4.0062 -2.2335 -3.2759
H -4.6314 -3.1999 -5.0174
O 2.0101 -2.0363 4.2725
C 1.4838 -0.8314 3.7597
O 0.2707 -0.7240 4.1257
O 1.9893 -0.0971 2.8735
H 1.1043 -2.1585 4.6576
O 1.2805 -4.7577 3.1950
C 0.7358 -5.3299 2.0493
O -0.3880 -4.8412 1.7152
O 1.3308 -6.2368 1.4406
H 0.5410 -4.1026 3.1697
```

Output
HOMO-LUMO gap (eV): 6.0
Highest occupied orbital energy (Ha): -0.356
Calculated total energy (Eh): -4189.2227
Net charge: +2

Here are the Mulliken charges for atoms 1 to 4, given in e: -1.05, -0.38, 1.13, 0.85